(1)
9 unconnected molecules or ions with the total composition C38H79F6N3O8 at a distorted geometry, computed with ωB97M-V with the def2-TZVPD basis set.

Last column: Mulliken charge in e.
Cartesian coordinates (Å):
C  -15.8264  -3.1694  2.0240  -1.40
C  -14.8995  -3.7147  3.0988  0.48
O  -13.6385  -4.1548  2.5407  0.13
C  -13.5344  -5.3188  1.9231  -0.40
O  -14.4634  -6.0691  1.7940  -0.47
C  -12.1305  -5.5933  1.2985  0.62
F  -11.4290  -6.4070  2.1404  -0.19
F  -12.2769  -6.0961  0.1112  0.15
F  -11.4399  -4.4286  1.1354  -0.05
H  -16.1539  -3.9578  1.3464  0.32
H  -15.3398  -2.4372  1.3797  0.21
H  -16.7695  -2.7661  2.3929  0.52
H  -15.3128  -4.4718  3.7651  0.01
H  -14.7916  -2.8583  3.7645  -0.01
C  -14.8865  -0.0189  -1.7199  -0.83
C  -16.2968  0.6735  -1.6705  -0.38
O  -17.2109  -0.3155  -1.1824  -0.22
C  -18.0658  -0.9937  -2.1145  0.44
O  -17.8902  -0.9936  -3.3358  -0.53
C  -19.2005  -1.7682  -1.4778  0.79
F  -20.3460  -1.2681  -1.8803  -0.26
F  -19.1309  -3.0268  -1.8847  -0.23
F  -19.1797  -1.7128  -0.1568  -0.23
H  -14.1335  0.7439  -1.9182  0.47
H  -14.7502  -0.7787  -2.4893  0.24
H  -14.6362  -0.5661  -0.8110  0.08
H  -16.6104  1.0152  -2.6569  0.32
H  -16.3030  1.5845  -1.0720  0.36
C  -13.5032  -4.5084  -4.7092  -1.38
C  -13.5025  -5.4023  -3.3982  -0.92
N  -13.4732  -4.6256  -2.1267  1.23
C  -14.7458  -3.8719  -1.8851  0.12
C  -15.9923  -4.8219  -1.9791  -1.21
C  -12.3166  -3.7172  -1.9019  -0.63
C  -10.9431  -4.3795  -2.2195  -1.26
H  -14.4298  -3.9512  -4.5707  0.27
H  -13.5314  -5.0334  -5.6640  0.44
H  -12.7557  -3.7159  -4.6742  0.26
H  -14.3613  -6.0705  -3.4631  0.37
H  -12.6864  -6.1241  -3.3645  0.56
H  -14.7868  -3.4805  -0.8686  -0.22
H  -14.8392  -3.0157  -2.5532  0.10
H  -16.1951  -5.1294  -3.0050  0.39
H  -15.8200  -5.7530  -1.4391  0.08
H  -16.8921  -4.3208  -1.6221  0.29
H  -12.3267  -3.4858  -0.8367  0.13
H  -12.4427  -2.8185  -2.5056  0.56
H  -10.8337  -5.2876  -1.6267  0.12
H  -10.0595  -3.7915  -1.9715  0.37
H  -10.8772  -4.6695  -3.2682  0.38
C  -15.4711  -8.4333  4.0795  -1.59
C  -14.5250  -7.6677  4.9662  0.11
N  -14.9028  -7.7978  6.3763  0.13
C  -13.8352  -7.2993  7.1764  -0.04
C  -12.7595  -8.3790  7.3614  -1.47
C  -16.0777  -6.9421  6.7310  -0.18
C  -16.6374  -7.3995  8.0352  -1.27
H  -16.2515  -7.8213  3.6272  0.27
H  -15.9754  -9.1833  4.6889  0.44
H  -15.0361  -8.9481  3.2229  0.33
H  -13.5331  -8.0844  4.7913  0.30
H  -14.4865  -6.6411  4.6020  0.05
H  -13.2767  -6.4550  6.7723  -0.09
H  -14.0578  -7.0094  8.2033  0.50
H  -12.1474  -8.4156  6.4603  0.24
H  -12.1015  -7.9692  8.1277  0.45
H  -13.2059  -9.3562  7.5455  0.35
H  -16.8610  -7.1034  5.9904  0.37
H  -15.8253  -5.8820  6.7056  0.07
H  -17.5050  -6.8194  8.3497  0.42
H  -15.9676  -7.4583  8.8931  0.31
H  -17.0712  -8.3917  7.9115  0.30
C  -13.0758  0.5799  2.8573  -1.19
C  -12.6007  0.2604  4.2755  -0.59
N  -12.5384  -1.1711  4.4769  0.92
C  -12.3521  -1.4740  5.9261  -0.82
C  -12.8407  -2.8563  6.2601  -0.65
C  -11.5885  -1.8229  3.5962  -0.61
C  -10.1194  -1.3700  3.6211  -1.36
H  -13.9897  0.0861  2.5271  0.05
H  -12.2597  0.4220  2.1522  0.35
H  -13.3408  1.6368  2.8869  0.49
H  -11.6816  0.8156  4.4631  0.32
H  -13.3062  0.6801  4.9925  0.49
H  -11.3091  -1.3210  6.2036  0.28
H  -12.9830  -0.8333  6.5422  0.44
H  -12.5360  -3.1746  7.2571  0.53
H  -13.9254  -2.9639  6.2581  0.05
H  -12.4771  -3.5912  5.5419  0.08
H  -12.0263  -1.8631  2.5988  0.32
H  -11.6382  -2.8912  3.8065  0.15
H  -9.7424  -1.5098  4.6342  0.32
H  -9.9711  -0.3193  3.3720  0.32
H  -9.5055  -1.9639  2.9440  0.18
C  -9.2001  -8.6727  0.1939  -0.28
C  -8.9162  -9.7845  1.2346  0.49
C  -9.3608  -9.5434  2.6832  -0.64
O  -8.3200  -10.7741  0.8653  -0.56
H  -9.5839  -9.1503  -0.7076  0.33
H  -8.2575  -8.1623  -0.0037  0.36
H  -9.9479  -7.9489  0.5181  -0.30
H  -9.5057  -10.4348  3.2935  0.34
H  -10.3501  -9.1027  2.5600  0.00
H  -8.7455  -8.7664  3.1368  0.29
C  -17.3922  -1.6560  6.1072  -0.76
C  -17.8470  -0.4523  5.2768  0.71
C  -16.8071  0.5892  4.9314  -0.60
O  -19.0335  -0.3832  4.9295  -0.59
H  -16.6929  -2.2879  5.5597  -0.03
H  -18.2611  -2.2243  6.4393  0.34
H  -16.9864  -1.2992  7.0538  0.38
H  -16.1718  0.0747  4.2105  -0.12
H  -16.3356  0.9794  5.8334  0.37
H  -17.3040  1.4436  4.4720  0.32
C  -13.1030  -8.9101  -0.5911  -0.23
C  -14.2412  -9.4050  -1.4923  0.26
C  -15.3707  -8.4599  -1.8760  -0.34
O  -14.2504  -10.5678  -1.8859  -0.60
H  -12.6384  -9.7704  -0.1092  0.41
H  -13.5309  -8.1738  0.0892  -0.10
H  -12.3928  -8.3774  -1.2235  0.12
H  -14.8771  -7.5078  -2.0708  -0.34
H  -16.0385  -8.3135  -1.0271  0.30
H  -16.0672  -8.7485  -2.6632  0.39
C  -8.5069  -4.7526  0.5914  -0.47
C  -7.9156  -4.3913  1.9211  0.76
C  -6.7309  -3.5160  1.8463  -1.44
O  -8.2004  -4.8384  3.0370  -0.58
H  -9.3415  -5.4449  0.7024  -0.25
H  -7.7879  -5.0772  -0.1607  0.60
H  -9.0362  -3.9127  0.1415  0.28
H  -5.8866  -4.1484  1.5719  0.43
H  -6.4864  -3.0794  2.8147  0.34
H  -6.7087  -2.6804  1.1467  0.34

SMILES string   CCOC(=O)C(F)(F)F.CCOC(=O)C(F)(F)F.CCN(CC)CC.CCN(CC)CC.CCN(CC)CC.CC(C)=O.CC(C)=O.CC(C)=O.CC(C)=O
HOMO energy   -0.3196 Eh

(2)
9 unconnected molecules or ions with the total composition C6H27NO8 at a distorted geometry, computed with ωB97M-V with the def2-TZVPD basis set.

Last column: Mulliken charge in e.
Cartesian coordinates (Å):
C  -1.8183  -2.5856  2.0539  -0.81
C  -1.5128  -2.6310  0.7654  -0.13
C  -0.1053  -2.2838  0.3805  -1.11
C  0.4833  -1.2186  0.8582  0.77
C  1.9384  -0.9424  0.5683  -1.36
N  2.4784  0.4070  0.1354  -0.40
C  1.7669  0.8257  -1.0351  -0.45
H  -1.2621  -2.2886  2.9374  0.30
H  -2.8862  -2.4368  2.4111  0.24
H  -2.2057  -2.8327  0.0197  0.46
H  0.1597  -2.8901  -0.4443  0.41
H  0.1169  -0.6598  1.7156  0.26
H  2.5163  -1.0065  1.4652  0.49
H  2.4413  -1.6289  -0.1336  0.31
H  2.1511  0.9882  1.0710  0.34
H  2.0161  0.2601  -1.9890  0.23
H  2.1200  1.9256  -1.2091  0.25
H  0.7250  0.8692  -1.0682  0.08
O  1.6923  -0.3043  3.2972  -0.58
H  0.7035  -0.2565  3.2638  0.35
H  1.9271  -0.7986  4.1289  0.30
O  1.3478  3.6541  -0.2648  -0.63
H  0.3960  3.9372  -0.0595  0.31
H  1.6824  3.8230  0.7042  0.32
O  -1.3700  3.4879  0.6473  -0.68
H  -2.0575  3.8185  1.2131  0.27
H  -1.3634  2.5677  0.8084  0.61
O  -2.1082  3.1994  -1.9923  -0.76
H  -2.0676  3.2446  -1.1032  0.35
H  -1.1876  3.1727  -2.2725  0.35
O  -2.5028  0.6562  -1.5456  -0.55
H  -2.9487  0.1887  -2.1772  0.27
H  -2.4989  1.5387  -1.9362  0.36
O  -1.1895  0.8368  1.2586  -0.82
H  -1.3271  0.2994  0.4177  0.26
H  -2.1261  0.9064  1.5173  0.32
O  2.5313  -3.3751  -1.6242  -0.63
H  1.6062  -3.3471  -1.7418  0.39
H  2.9200  -2.6469  -1.9174  0.31
O  -0.8726  -2.2842  -2.6551  -0.62
H  -0.4917  -1.6674  -3.2465  0.30
H  -1.1470  -1.8806  -1.8373  0.32

SMILES string   C=C/C=C/CNC.O.O.O.O.O.O.O.O
Relative energy (zero: lowest compared OMol25 entry of this formula, charge and spin)   561.4 kJ/mol
HOMO energy   -0.3237 Eh